A 2-piece molecular cluster, C4H5N3 overall in a non-equilibrium geometry, computed with ωB97M-V with the def2-TZVPD basis set.

Summary:
- Gap between HOMO and LUMO: 9.74 eV
- 2S+1: 1
- HOMO: -0.334 Ha

Last column: natural (NBO) charge in e.
Atoms and positions in Å:
N 2.20 1.07 2.22  -0.33
C 1.83 0.57 1.25  0.27
C 1.33 0.09 0.00  -0.56
C 1.01 0.94 -0.99  0.51
N 1.03 1.75 -1.87  -0.59
H 1.23 -0.97 -0.15  0.30
H 0.17 2.05 -2.28  0.39
C -1.84 -0.86 0.67  -0.04
N -1.04 -1.43 -0.10  -0.60
H -2.99 -0.93 0.66  0.16
H -1.45 0.02 1.00  0.16
H -1.48 -2.31 -0.42  0.33

C4H5N3O in the gas phase in a non-equilibrium geometry, computed with ωB97M-V with the def2-TZVPD basis set.

Summary:
- Gap between HOMO and LUMO (alpha / beta): 8.17 / 8.17 eV
- 2S+1: 1
- HOMO (alpha / beta): -0.381 / -0.381 Ha

Last column: natural (NBO) charge in e.
Atoms and positions in Å:
C -2.04 -1.13 -1.88  -0.21
C -1.33 -0.27 -1.10  0.42
C 0.88 -0.11 -0.06  -0.23
C 0.08 0.84 0.87  -0.08
N -1.19 -2.16 -2.05  -0.21
N -0.06 -1.96 -1.44  -0.04
N -0.12 -0.78 -0.85  -0.23
O -0.84 1.54 0.17  -0.47
H -3.03 -1.10 -2.27  0.24
H 1.53 0.44 -0.75  0.22
H 1.47 -0.84 0.49  0.23
H -0.39 0.25 1.67  0.15
H 0.78 1.56 1.34  0.21

What ΔE to the lowest compared entry with this formula, charge and spin values result from the calculations? In sequence: 88.8, 153.3 kcal per mole.